DFT (the ωB97M-V functional and the def2-TZVPD basis) results for a single C19H23NO5 molecule in a non-equilibrium geometry.

Geometry (Å):
C: 2.877 -0.215 2.363
C: 2.470 -1.322 1.395
C: 0.947 -1.406 1.260
C: 0.536 -2.514 0.294
C: 1.178 -2.311 -1.075
C: 2.698 -2.231 -0.951
C: 3.128 -1.124 0.017
N: 2.800 0.173 -0.528
C: 3.673 1.174 -0.710
O: 4.872 1.089 -0.573
C: 3.004 2.492 -1.145
O: 1.588 2.416 -1.079
C: 1.010 2.764 0.095
O: 1.609 3.297 0.996
C: -0.402 2.372 0.167
C: -0.974 1.518 -0.694
C: -2.319 0.988 -0.630
C: -2.661 -0.059 -1.489
C: -3.920 -0.645 -1.485
C: -4.840 -0.142 -0.594
C: -4.514 0.911 0.269
C: -3.273 1.488 0.276
O: -5.605 1.217 1.035
C: -6.624 0.328 0.635
O: -6.132 -0.517 -0.386
H: 2.487 0.750 2.044
H: 3.960 -0.139 2.420
H: 2.491 -0.422 3.359
H: 2.832 -2.279 1.786
H: 0.512 -1.599 2.243
H: 0.546 -0.448 0.917
H: -0.552 -2.534 0.196
H: 0.854 -3.478 0.698
H: 0.911 -3.139 -1.735
H: 0.791 -1.395 -1.529
H: 3.080 -3.183 -0.580
H: 3.145 -2.047 -1.930
H: 4.218 -1.132 0.128
H: 1.821 0.360 -0.680
H: 3.269 2.708 -2.181
H: 3.376 3.292 -0.497
H: -0.917 2.759 1.033
H: -0.379 1.156 -1.525
H: -1.920 -0.434 -2.179
H: -4.173 -1.454 -2.149
H: -3.050 2.302 0.943
H: -7.487 0.899 0.256
H: -6.942 -0.282 1.495

Values from the calculation:
Calculated total energy   -31804.2932 eV
LUMO   -0.2618 eV
HOMO level   -8.4 eV
SMILES   C[C@H]1CCCC[C@H]1NC(=O)COC(=O)/C=C/c1ccc2c(c1)OCO2
Relative energy (zero: lowest compared OMol25 entry of this formula, charge and spin)   66.5 kJ/mol
Max |F|   1.30 eV/A



DFT (the ωB97M-V functional and the def2-TZVPD basis) results for a single C6H3N molecule in a non-equilibrium geometry.

Geometry (Å):
C: 0.189 0.069 0.595
C: -0.816 0.428 1.399
C: 0.143 -1.116 -0.246
C: 0.751 -1.914 -1.235
C: -3.016 -0.796 1.704
C: -0.587 -2.254 -0.723
N: -1.984 -0.284 1.701
H: 1.039 0.684 0.422
H: -0.892 1.353 1.954
H: -1.470 -2.801 -1.030

Values from the calculation:
Calculated total energy   -7754.2061 eV
LUMO   -0.9324 eV
HOMO level   -9.0 eV
Relative energy (zero: lowest compared OMol25 entry of this formula, charge and spin)   146.6 kJ/mol
Max |F|   5.61 eV/A



DFT (the ωB97M-V functional and the def2-TZVPD basis) results for a molecular structure, C37H32BrMnN3P2 in a non-equilibrium geometry.

Geometry (Å):
Mn: -0.604 -0.936 -0.146
C: 2.692 2.021 0.263
N: 1.609 1.026 0.319
P: 1.817 -0.655 0.050
C: 1.406 -1.484 1.632
C: 2.006 -2.701 1.956
C: 1.629 -3.368 3.113
C: 0.633 -2.847 3.931
C: -0.004 -1.662 3.590
C: 0.374 -0.982 2.440
C: 3.576 -0.883 -0.238
C: 4.433 -0.838 0.869
C: 5.799 -0.858 0.658
C: 6.310 -0.937 -0.634
C: 5.455 -0.996 -1.726
C: 4.083 -0.966 -1.535
P: 0.007 1.375 -0.189
C: 0.070 1.686 -1.976
C: -0.362 0.664 -2.832
C: -0.255 0.802 -4.203
C: 0.276 1.975 -4.727
C: 0.695 2.998 -3.888
C: 0.594 2.862 -2.510
C: -0.427 2.892 0.658
C: -0.026 3.070 1.986
C: -0.375 4.230 2.653
C: -1.147 5.194 2.014
C: -1.565 5.006 0.701
C: -1.223 3.850 0.022
H: 3.476 1.763 0.971
H: 2.291 2.996 0.531
H: 3.128 2.085 -0.735
H: 2.781 -3.118 1.325
H: 2.119 -4.295 3.380
H: 0.365 -3.357 4.847
H: -0.771 -1.254 4.235
H: -0.061 0.000 2.249
H: 4.043 -0.777 1.877
H: 6.467 -0.811 1.508
H: 7.381 -0.953 -0.787
H: 5.855 -1.066 -2.728
H: 3.415 -1.007 -2.388
H: -0.828 -0.237 -2.432
H: -0.597 0.015 -4.862
H: 0.347 2.094 -5.800
H: 1.099 3.911 -4.304
H: 0.922 3.663 -1.860
H: 0.573 2.317 2.487
H: -0.055 4.382 3.675
H: -1.431 6.092 2.547
H: -2.162 5.762 0.208
H: -1.551 3.704 -1.000
Br: -7.125 3.152 0.196
C: -5.806 1.815 0.087
C: -4.469 2.176 -0.019
C: -3.505 1.195 -0.091
C: -3.832 -0.160 -0.042
C: -5.189 -0.505 0.043
C: -6.162 0.469 0.104
N: -2.774 -1.102 -0.108
C: -3.017 -2.367 -0.019
C: -1.982 -3.367 -0.223
C: -2.293 -4.718 -0.196
C: -1.304 -5.648 -0.489
C: -0.034 -5.189 -0.801
C: 0.215 -3.828 -0.780
N: -0.729 -2.923 -0.494
H: -4.199 3.223 -0.044
H: -2.470 1.483 -0.191
H: -5.518 -1.534 0.058
H: -7.203 0.184 0.161
H: -4.014 -2.747 0.167
H: -3.304 -5.025 0.040
H: -1.528 -6.706 -0.484
H: 0.759 -5.877 -1.061
H: 1.202 -3.449 -1.010

Values from the calculation:
Calculated total energy   -163274.6999 eV
LUMO (spin up / spin down)   -11.4273 / -9.7547 eV
HOMO level (spin up / spin down)   -15.7 / -15.7 eV
2S+1   5
Net charge   +3
Relative energy (zero: lowest compared OMol25 entry of this formula, charge and spin)   92.1 kJ/mol
Max |F|   2.19 eV/A
Expectation value of S²   6.465



DFT (the ωB97M-V functional and the def2-TZVPD basis) results for a molecular structure, C2H6IMnO in a non-equilibrium geometry.

Geometry (Å):
Mn: -4.366 -1.682 1.523
I: -2.690 -1.600 -0.627
C: 1.412 -0.067 -0.577
C: 0.554 0.973 0.107
O: -0.332 0.420 1.087
H: 2.066 -0.541 0.157
H: 2.105 0.437 -1.254
H: 0.843 -0.821 -1.122
H: -0.023 1.538 -0.635
H: 1.142 1.716 0.643
H: -0.712 -0.373 0.697

Values from the calculation:
Calculated total energy   -43630.7796 eV
LUMO (spin up / spin down)   -7.8213 / -7.7680 eV
HOMO level (spin up / spin down)   -12.8 / -12.8 eV
2S+1   6
Net charge   +1
Relative energy (zero: lowest compared OMol25 entry of this formula, charge and spin)   0.0 kJ/mol
Max |F|   2.17 eV/A
Expectation value of S²   8.766



DFT (the ωB97M-V functional and the def2-TZVPD basis) results for a single C4H3NO molecule in a non-equilibrium geometry.

Geometry (Å):
O: 0.329 -2.118 -0.089
C: 0.077 0.068 0.761
C: 0.156 1.181 -0.089
C: 0.260 2.138 -0.822
C: -0.526 -1.169 0.396
N: -1.710 -1.120 0.748
H: 0.408 -1.950 -1.036
H: 0.727 0.034 1.636
H: 0.314 2.996 -1.455

Values from the calculation:
Calculated total energy   -7728.7467 eV
LUMO (spin up / spin down)   -1.0419 / -0.6786 eV
HOMO level (spin up / spin down)   -9.8 / -9.0 eV
Relative energy (zero: lowest compared OMol25 entry of this formula, charge and spin)   385.7 kJ/mol
Max |F|   1.58 eV/A



DFT (the ωB97M-V functional and the def2-TZVPD basis) results for a molecular structure, C4H6O2 in a non-equilibrium geometry.

Geometry (Å):
O: 3.142 0.438 0.558
C: 2.226 0.183 1.187
C: -0.135 1.088 -0.614
C: -0.831 -0.012 -0.912
C: -1.488 0.160 0.434
O: -0.674 1.361 0.626
H: 1.126 -2.259 0.079
H: 0.647 1.712 -1.034
H: 0.662 -1.773 -0.254
H: -0.878 -0.728 -1.717
H: -1.245 -0.582 1.201
H: -2.552 0.414 0.445

Values from the calculation:
Calculated total energy   -8336.7121 eV
LUMO   1.1582 eV
HOMO level   -9.1 eV
Relative energy (zero: lowest compared OMol25 entry of this formula, charge and spin)   361.7 kJ/mol
Max |F|   1.69 eV/A



DFT (the ωB97M-V functional and the def2-TZVPD basis) results for a single C5H5F3N2 molecule in a non-equilibrium geometry.

Geometry (Å):
F: 0.666 2.406 -0.710
C: 0.548 2.149 0.636
C: 0.157 0.687 0.784
F: 0.169 0.318 2.091
N: 1.412 -0.277 0.086
C: 0.975 -1.305 -0.450
C: -0.467 -1.705 -0.817
C: -1.444 -0.646 -0.411
F: -2.735 -0.746 -0.722
N: -1.101 0.408 0.173
H: 1.464 2.319 1.005
H: -0.235 2.601 1.158
H: 1.899 -1.901 -0.782
H: -0.562 -1.750 -1.823
H: -0.746 -2.559 -0.217

Values from the calculation:
Calculated total energy   -16396.5839 eV
LUMO   0.7982 eV
HOMO level   -9.5 eV
SMILES   FC[C@]1(F)N=CCC(F)=N1
Relative energy (zero: lowest compared OMol25 entry of this formula, charge and spin)   113.1 kJ/mol
Max |F|   4.82 eV/A



DFT (the ωB97M-V functional and the def2-TZVPD basis) results for 9 unconnected molecules or ions with the total composition C23H66F3N5O13S in a non-equilibrium geometry.

Geometry (Å):
N: -4.091 -1.597 2.199
H: -4.655 -2.047 2.913
H: -4.227 -0.593 2.031
H: -4.184 -2.144 1.341
H: -3.076 -1.683 2.445
C: -0.242 -0.828 0.000
F: 0.373 0.310 -0.331
F: -1.523 -0.770 -0.347
F: 0.422 -1.823 -0.564
S: -0.152 -1.041 1.871
O: 0.079 0.302 2.373
O: -1.468 -1.529 2.340
O: 0.939 -1.959 2.117
C: -3.014 2.136 0.566
C: -4.071 2.471 -0.484
O: -4.955 3.468 0.011
O: -3.649 1.681 1.738
H: -2.540 3.109 0.765
H: -2.192 1.576 0.119
H: -4.626 1.574 -0.796
H: -3.639 2.831 -1.428
H: -5.686 3.495 -0.611
H: -3.964 2.481 2.171
C: -1.228 2.634 -2.844
C: -1.736 1.292 -3.302
O: -3.018 1.358 -3.906
O: -1.124 3.505 -3.988
H: -0.173 2.556 -2.554
H: -1.702 3.065 -1.958
H: -1.811 0.446 -2.623
H: -1.026 1.030 -4.100
H: -3.043 1.956 -4.658
H: -1.437 4.366 -3.696
C: 3.178 -4.790 2.612
C: 2.175 -4.767 1.452
O: 0.844 -4.564 1.897
O: 4.465 -4.693 1.975
H: 3.033 -5.728 3.153
H: 3.025 -3.943 3.276
H: 2.238 -5.663 0.835
H: 2.466 -3.906 0.843
H: 0.740 -3.595 2.065
H: 4.862 -5.563 1.897
C: -3.940 -1.741 -3.090
C: -4.636 -3.060 -3.358
C: -3.674 -4.123 -3.807
O: -3.416 -4.018 -5.196
C: -2.716 -5.130 -5.708
N: -5.395 -3.480 -2.144
H: -3.358 -1.763 -2.161
H: -4.597 -0.906 -2.819
H: -3.303 -1.389 -3.898
H: -5.444 -3.078 -4.100
H: -3.962 -5.138 -3.508
H: -2.704 -3.983 -3.307
H: -2.432 -4.887 -6.730
H: -3.275 -6.069 -5.656
H: -1.808 -5.212 -5.093
H: -6.131 -2.775 -2.093
H: -5.970 -4.294 -2.355
C: 3.090 1.520 -5.134
C: 3.451 0.614 -3.992
C: 3.611 -0.866 -4.384
O: 2.417 -1.476 -4.861
C: 1.460 -1.627 -3.844
N: 4.713 1.047 -3.350
H: 3.802 1.340 -5.941
H: 3.056 2.577 -4.871
H: 2.077 1.251 -5.444
H: 2.756 0.711 -3.145
H: 3.978 -1.479 -3.553
H: 4.390 -0.983 -5.140
H: 1.883 -1.835 -2.854
H: 0.885 -2.530 -4.056
H: 0.790 -0.772 -3.713
H: 4.734 0.819 -2.368
H: 4.778 2.043 -3.509
C: 3.740 0.516 1.318
C: 4.299 0.132 2.736
C: 5.243 1.191 3.206
O: 6.440 1.001 2.451
C: 7.532 1.791 2.873
N: 3.160 0.077 3.671
H: 3.461 -0.422 0.829
H: 4.505 0.905 0.638
H: 2.930 1.241 1.381
H: 4.688 -0.876 2.615
H: 5.432 0.944 4.260
H: 4.861 2.210 3.095
H: 7.362 2.246 3.852
H: 7.763 2.617 2.193
H: 8.410 1.145 2.912
H: 2.403 -0.357 3.149
H: 2.770 1.008 3.803
C: -1.994 1.924 5.014
C: -0.922 2.758 4.336
C: -0.809 4.160 4.851
O: -2.044 4.817 4.903
C: -2.061 6.015 5.644
N: 0.368 2.046 4.445
H: -3.008 2.307 5.088
H: -1.642 1.686 6.026
H: -1.989 0.922 4.572
H: -1.198 2.794 3.271
H: -0.184 4.694 4.113
H: -0.203 4.193 5.766
H: -1.584 5.852 6.618
H: -3.100 6.255 5.856
H: -1.508 6.804 5.128
H: 0.204 1.149 3.971
H: 0.974 2.531 3.785

Values from the calculation:
Calculated total energy   -77971.8101 eV
LUMO   -0.5409 eV
HOMO level   -8.5 eV
Max |F|   3.17 eV/A